The following is a quantum chemistry calculation of C22H46Cl4F3N4Ni2O9 as an isolated structure at a distorted geometry, from OMol25.

```
90
Properties=species:S:1:pos:R:3:forces:R:3:lowdin_spin:R:1
Ni -15.129425 -7.543795 11.188282 1.6 -2.1 -0.5 1.75
Ni -15.376741 -10.384285 10.537542 0.8 1.0 1.4 1.76
C -13.622618 -10.368843 7.913350 1.0 0.2 0.8 0.01
C -13.324837 -9.180227 8.987492 0.3 0.1 -2.2 0.01
O -13.873434 -9.218247 10.240380 -1.6 -0.5 0.7 0.09
H -13.782763 -11.415446 8.278266 0.1 0.9 0.2 0.00
H -12.747501 -10.436536 7.245864 0.0 0.0 0.4 0.00
H -14.401086 -10.111316 7.202614 -0.6 0.1 0.2 0.00
H -13.684432 -8.281514 8.426899 0.3 -0.3 0.4 0.00
H -12.231280 -9.038721 9.106164 -0.4 -0.3 -0.3 0.00
O -15.639891 -9.329722 12.321538 -1.7 1.1 -1.6 0.11
C -17.009417 -8.830947 12.537896 1.1 -1.0 0.2 0.01
C -16.923818 -7.408704 13.031781 -2.6 -0.4 -0.8 0.01
O -16.462220 -6.513039 12.113355 1.1 0.5 -0.6 0.06
H -17.539559 -9.418673 13.293685 0.2 -0.3 0.2 0.00
H -17.636642 -8.910253 11.637136 0.3 0.2 -0.1 0.00
H -16.444024 -7.407010 13.974934 0.9 0.1 1.3 0.00
H -17.971777 -7.144794 13.231901 -0.4 0.0 0.5 0.00
C -14.627831 -5.058489 10.284411 0.0 0.2 1.0 0.00
O -14.363286 -6.215603 9.897640 0.2 0.9 -0.4 0.03
N -13.854739 -3.980213 10.154637 -0.5 -0.4 1.1 0.00
C -14.278475 -2.675449 10.650822 -0.7 0.6 -0.8 0.00
C -12.504714 -4.075695 9.687009 0.0 -0.6 -1.7 0.00
H -15.526411 -4.922657 10.907053 0.0 0.4 -0.3 0.00
H -15.236371 -2.728877 11.180527 0.4 -0.2 -0.1 0.00
H -14.426043 -2.007713 9.788851 -0.1 -0.1 0.1 0.00
H -13.539485 -2.158626 11.260575 0.2 -0.5 0.3 0.00
H -11.803735 -3.596953 10.341155 0.2 0.1 0.6 0.00
H -12.260587 -5.132929 9.499693 0.0 0.5 0.3 0.00
H -12.459681 -3.548916 8.732987 0.3 0.0 -0.2 0.00
C -17.016000 -7.131035 9.237064 -0.1 -1.5 0.4 0.00
O -16.626969 -8.309931 9.381617 0.1 -0.1 0.3 0.03
N -16.903649 -6.459730 8.130133 0.0 2.0 -1.5 0.00
C -17.122919 -4.989066 8.163400 -0.3 -0.4 -1.4 0.00
C -16.305275 -7.053344 6.933632 1.2 0.8 0.7 0.00
H -17.501769 -6.626157 10.053877 -0.1 0.4 0.4 0.00
H -17.564791 -4.747540 9.104569 -0.4 0.3 0.6 0.00
H -17.806187 -4.650754 7.342022 0.5 -0.5 0.7 0.00
H -16.196475 -4.409679 8.043272 0.0 -0.5 0.1 0.00
H -17.025027 -7.151577 6.124004 -0.1 -0.2 0.1 0.00
H -15.489815 -6.369217 6.608733 -0.5 -0.5 0.0 0.00
H -15.827144 -7.983011 7.267134 -0.4 0.1 -0.5 0.00
C -17.069692 -11.191910 8.579100 0.7 -0.3 -1.5 0.01
O -16.647215 -11.542195 9.687644 -0.4 -0.1 1.0 0.03
N -18.304749 -11.213318 8.184090 -1.2 0.0 0.6 0.00
C -18.717281 -10.972410 6.799154 0.2 0.3 0.5 0.00
C -19.360563 -11.412548 9.198907 0.9 -1.0 -1.1 0.00
H -16.349279 -10.932303 7.818734 0.2 0.2 -0.5 0.00
H -19.452738 -11.697785 6.478520 -0.1 -0.4 0.2 0.00
H -17.849945 -11.079615 6.151089 0.0 0.3 0.0 0.00
H -19.197207 -9.991582 6.730385 0.3 0.0 -0.2 0.00
H -20.026852 -10.571333 9.140881 -0.5 0.1 0.3 0.00
H -19.788204 -12.374291 8.965037 -1.0 -0.1 -0.3 0.00
H -18.913317 -11.629447 10.151703 0.3 0.7 0.5 0.00
C -13.608081 -7.360897 13.470293 1.7 -0.6 0.8 0.00
O -13.378223 -7.417757 12.264264 -0.7 0.4 -0.4 0.04
N -12.626027 -7.617089 14.363375 -1.0 -0.6 1.2 0.00
C -12.888757 -7.579560 15.786031 -0.7 1.4 0.6 0.00
C -11.349351 -8.211006 14.062779 0.6 1.5 -1.1 0.00
H -14.581484 -7.125214 13.900987 0.1 0.2 0.0 0.00
H -12.542555 -8.432885 16.349201 0.3 -0.5 -0.3 0.00
H -13.959837 -7.500086 15.968380 -0.1 0.0 0.0 0.00
H -12.433574 -6.688257 16.252207 0.0 -0.3 -0.2 0.00
H -11.213241 -8.056479 12.998862 0.1 -0.8 -0.4 0.00
H -10.560228 -7.559547 14.464267 -0.1 -0.4 0.5 0.00
H -11.258617 -9.236796 14.419346 -0.1 0.1 -0.2 0.00
C -16.806770 -4.528311 14.765243 0.0 -0.2 -1.0 0.00
Cl -15.496066 -5.200488 15.699116 0.4 0.1 0.4 0.00
Cl -16.270426 -3.442899 13.470231 0.3 0.5 0.4 0.00
H -17.219705 -5.327328 14.187791 -0.5 -0.5 0.1 0.00
H -17.529528 -4.067491 15.410266 -0.1 0.4 0.2 0.00
C -19.489764 -5.289551 11.751104 -0.3 -1.3 1.3 0.00
Cl -20.303989 -5.627749 10.245215 0.0 -0.1 -0.8 0.00
Cl -19.497135 -3.613414 12.162617 0.0 0.9 0.1 0.00
H -20.066175 -5.838899 12.511542 0.2 0.4 -0.2 0.00
H -18.473527 -5.685126 11.781683 0.1 0.2 -0.4 0.00
C -14.291813 -10.913347 15.355205 -0.6 -0.2 0.1 0.00
C -14.565019 -11.435650 13.966292 -1.1 -0.1 -0.7 0.00
O -13.309495 -11.463561 13.154305 0.5 0.3 0.7 0.01
C -13.320711 -11.855759 11.930463 -3.8 0.3 -0.7 0.01
O -14.384505 -12.087946 11.305748 1.9 0.3 0.6 0.02
C -11.958362 -11.951836 11.254636 0.2 -0.2 0.5 0.00
F -11.614582 -10.746244 10.776904 0.1 -1.1 -0.1 0.00
F -11.091200 -12.305750 12.207416 0.5 -0.1 -0.4 0.00
F -11.979387 -12.901638 10.298244 0.2 1.1 0.5 0.00
H -15.101248 -11.321871 15.986869 0.4 0.1 -0.2 0.00
H -14.324157 -9.799894 15.536312 0.4 -1.3 -0.7 0.00
H -13.381728 -11.418859 15.619844 0.6 0.3 0.9 0.00
H -15.314357 -10.785632 13.508589 0.5 -0.3 -0.5 0.00
H -14.936256 -12.478880 13.925807 0.3 0.5 0.3 0.00
```
Forces are in eV/Å.

Values from the calculation:
**Charge**: +1
**Total energy**: -188271.5111 eV
**Gap between HOMO and LUMO (spin up / spin down)**: 9.20 / 8.70 eV
**Spin multiplicity**: 5



The following is a quantum chemistry calculation of a 5-piece molecular cluster, C22H46ClF9IN5O5PS5 overall at a distorted geometry, from OMol25.

```
95
Properties=species:S:1:pos:R:3:forces:R:3:lowdin_charge:R:1
C -3.643982 -4.384261 -2.431078 0.6 0.4 0.0 0.06
C -2.597213 -4.705134 -1.618463 -0.3 -0.6 0.0 -0.13
C -1.619588 -3.736724 -1.113110 2.0 1.4 -0.2 -0.33
N -1.708990 -3.104760 0.048003 -1.3 -0.7 1.0 0.23
C -0.633833 -2.322516 0.213054 0.3 0.1 -0.8 -0.28
N -0.434091 -1.588097 1.303484 -0.9 -0.1 0.3 0.00
C -1.540820 -1.781023 2.298415 0.4 0.6 0.7 -0.13
C -1.412821 -0.984935 3.599726 -0.1 0.2 0.8 -0.24
C -0.641149 -1.718989 4.726255 -0.9 -0.5 -0.5 -0.60
Cl -0.333075 -0.671891 6.139916 0.1 -0.2 -0.4 0.58
C 0.724165 -0.757671 1.520367 1.2 -0.1 0.5 -0.11
C 1.897539 -1.616357 2.095919 0.2 0.6 -0.6 -0.03
C 2.836358 -0.826893 3.040216 -1.6 -1.9 -0.3 -0.47
F 3.711429 -1.744920 3.506620 0.7 0.4 0.0 0.12
F 2.089566 -0.428401 4.088543 0.3 0.8 0.1 0.11
C 3.527623 0.341107 2.304157 0.5 0.1 -0.2 -0.45
F 2.681695 1.332420 2.070176 -0.7 0.1 0.3 0.15
F 3.894739 -0.091152 1.086106 0.3 -0.6 -0.1 0.12
S 5.062773 1.073908 3.111759 0.7 2.5 0.4 0.80
F 4.628932 0.597041 4.555932 0.1 -0.6 -0.3 -0.11
F 5.909467 -0.221028 2.821586 -0.5 -0.2 0.1 -0.11
F 5.479803 1.709661 1.700298 0.0 -0.6 0.1 -0.13
F 4.285815 2.450357 3.401323 0.0 -0.4 0.1 -0.14
F 6.352678 1.734356 3.747985 -0.1 -0.3 -0.1 -0.11
N 0.157701 -2.420967 -0.893384 0.2 0.0 1.5 0.02
C 1.394152 -1.814753 -1.330857 0.6 1.3 -1.8 -0.11
C 1.186714 -0.488294 -2.184642 -0.1 -0.1 0.8 -0.24
C -0.210360 0.146478 -2.046993 0.7 0.6 -0.5 -0.60
I -1.641156 -0.508786 -3.541588 0.2 0.1 0.6 0.83
N -0.481816 -3.316629 -1.674375 1.2 -0.8 -2.7 -0.15
P -0.118653 -4.056820 -3.267783 -1.1 -1.2 -1.4 0.93
N 1.049644 -5.299058 -2.948159 0.1 1.7 -0.1 -0.14
O 0.707353 -2.991822 -4.236361 0.4 -1.0 1.1 -0.33
H -4.660948 -4.452377 -2.035709 0.0 -1.7 -1.0 0.08
H -3.445614 -4.014927 -3.443753 -0.3 1.6 0.8 0.06
H -2.464441 -5.736610 -1.268068 -0.9 0.6 1.6 0.08
H -1.563395 -2.848932 2.559568 -0.2 0.2 -0.3 0.13
H -2.469122 -1.473863 1.812854 0.2 -0.3 -0.1 0.11
H -2.432810 -0.886215 4.002915 0.2 0.1 -0.3 0.12
H -1.078276 0.055363 3.486352 0.1 -0.4 -0.2 0.10
H 0.259945 -2.229595 4.376507 0.1 0.5 0.3 0.05
H -1.318735 -2.509826 5.075920 0.3 0.1 0.1 0.08
H 1.031328 -0.200995 0.625536 -0.3 -0.3 0.0 0.12
H 0.554556 0.036266 2.255544 -0.6 -0.4 -0.2 0.12
H 1.462005 -2.462141 2.639775 0.3 0.4 0.2 0.13
H 2.555124 -2.056768 1.334773 -0.3 0.1 0.0 0.12
H 1.933460 -2.500984 -1.995610 -0.3 -0.2 0.4 0.11
H 2.098230 -1.550779 -0.545386 -0.5 -0.5 0.3 0.09
H 1.896406 0.262116 -1.793179 -0.2 -0.3 0.0 0.11
H 1.493116 -0.648320 -3.223529 -0.4 -0.1 0.2 0.09
H -0.637358 0.096017 -1.040529 -0.2 -0.3 -0.3 0.01
H -0.088987 1.215829 -2.263958 -0.2 -0.3 -0.1 0.05
H 1.045380 -5.589478 -1.973017 0.0 -0.3 -0.2 0.04
H 1.991393 -5.016803 -3.222298 0.0 -0.3 0.3 0.03
H 1.526940 -3.429408 -4.527522 -0.1 0.5 -0.1 0.06
C -0.911834 -8.489424 1.882163 0.0 0.1 0.1 -0.27
S -1.170776 -8.891248 0.148070 0.0 -0.2 0.1 0.83
O -1.431503 -7.608754 -0.569366 0.0 0.2 0.1 -0.58
C -2.757182 -9.704559 0.377689 -0.1 0.0 0.0 -0.26
H 0.020115 -7.933467 1.968141 0.0 0.0 -0.1 0.05
H -1.737418 -7.877767 2.247388 0.0 0.0 -0.1 0.06
H -0.839166 -9.410568 2.460236 0.0 0.0 0.0 0.06
H -3.463125 -9.014129 0.839978 0.1 0.0 0.0 0.06
H -2.624333 -10.586236 1.004540 0.1 0.0 0.0 0.06
H -3.129608 -10.007115 -0.599234 0.1 0.0 0.0 0.05
C -4.653268 1.741723 0.837288 0.1 0.0 0.2 -0.26
S -3.474244 1.161385 -0.389943 -0.2 0.1 -0.1 0.81
O -2.308922 0.579357 0.355931 0.0 0.1 0.1 -0.57
C -2.978754 2.788811 -0.965873 0.2 0.0 0.1 -0.26
H -5.063763 0.875850 1.354513 0.0 0.0 -0.1 0.05
H -4.151374 2.391729 1.554786 0.0 0.0 0.0 0.06
H -5.457794 2.280415 0.337312 0.0 0.0 -0.1 0.06
H -2.585041 3.372171 -0.132185 0.0 -0.1 0.1 0.07
H -3.837269 3.294163 -1.407175 0.0 -0.1 -0.1 0.06
H -2.204165 2.669950 -1.722748 -0.1 0.0 -0.1 0.02
C -2.732111 6.563972 -2.816427 -0.1 0.0 0.1 -0.27
S -1.425553 5.854715 -3.829825 0.1 0.0 0.0 0.82
O -1.483226 4.372646 -3.656336 0.0 0.0 0.2 -0.57
C -0.065978 6.462149 -2.825397 0.0 -0.1 0.0 -0.29
H -3.690603 6.274192 -3.244139 0.1 0.0 -0.1 0.05
H -2.656360 6.184420 -1.796628 0.1 0.0 0.0 0.05
H -2.645602 7.650408 -2.821610 0.0 0.0 0.0 0.06
H -0.163051 6.091225 -1.805183 -0.1 0.0 0.0 0.06
H -0.068547 7.550573 -2.829219 0.0 0.0 0.1 0.03
H 0.866430 6.100342 -3.256643 -0.1 0.0 -0.1 0.05
C 2.850057 10.491731 -1.843030 0.0 0.1 0.0 -0.26
S 2.386058 8.758955 -1.713933 0.1 0.1 0.0 0.79
O 1.084258 8.700444 -0.993031 0.1 0.0 0.0 -0.55
C 3.671054 8.308304 -0.538226 0.1 0.0 0.1 -0.27
H 2.144812 10.984851 -2.509421 0.0 -0.1 0.0 0.05
H 2.810126 10.958647 -0.858788 0.0 -0.1 0.0 0.06
H 3.855485 10.567990 -2.257524 0.0 0.0 0.0 0.06
H 3.577986 8.916858 0.361441 -0.1 0.0 0.0 0.06
H 4.649373 8.456533 -0.995794 0.0 0.0 0.0 0.06
H 3.546017 7.257740 -0.282033 -0.1 0.0 -0.1 0.05
```
Forces are in eV/Å.

Values from the calculation:
**Charge**: +1
**Total energy**: -149780.9795 eV
**Gap between HOMO and LUMO**: 8.02 eV
**Spin multiplicity**: 1
**Relative energy (zero: lowest compared OMol25 entry of this formula, charge and spin)**: 202.53 kJ/mol